Record 1
C4H5OP | the ωB97M-V functional and the def2-TZVPD basis

Structure (ORCA input):
```
! RIJCOSX wB97M-V def2-TZVPD def2/J DEFGRID3
* xyz 0 1
C -0.693 1.128 -0.231
C 0.325 0.163 -0.780
C -1.622 0.939 0.685
C 0.337 -1.134 -0.443
O 0.087 -2.917 1.398
P -0.907 -1.965 0.553
H -0.548 2.082 -0.693
H 1.173 0.428 -1.430
H -2.515 1.445 0.923
H 1.114 -1.771 -0.594
H 0.971 -2.887 1.063
*
```

As for the frontier orbital gap (spin up / spin down): 7.06 / 7.89 eV. The calculation puts the highest occupied orbital energy (spin up / spin down) at -0.270 / -0.313 hartree.

Record 2
C4H5P | the ωB97M-V functional and the def2-TZVPD basis

Structure (ORCA input):
```
! RIJCOSX wB97M-V def2-TZVPD def2/J DEFGRID3
* xyz 0 3
C 0.534 -0.659 -0.585
C -0.819 -0.696 0.198
C 0.439 0.918 -0.367
C -0.898 0.594 0.290
P 2.126 0.005 0.170
H 0.658 -1.140 -1.557
H -1.595 -1.374 0.612
H 0.598 1.301 -1.346
H -1.678 1.256 0.608
H 1.731 -0.146 1.554
*
```

The expectation value of S² is 2.01. As for the frontier orbital gap (spin up / spin down): 6.09 / 7.43 eV. The calculation puts the highest occupied orbital energy (spin up / spin down) at -0.181 / -0.365 hartree.

Record 3
C4H6 | the ωB97M-V functional and the def2-TZVPD basis

Structure (ORCA input):
```
! RIJCOSX wB97M-V def2-TZVPD def2/J DEFGRID3
* xyz 0 1
C -1.851 0.096 -0.009
C -0.655 -0.442 -0.005
C 0.642 0.354 0.007
C 1.883 -0.129 -0.040
H -2.849 -0.412 -0.055
H -2.024 1.173 0.011
H -0.481 -1.508 -0.035
H 0.538 1.445 0.043
H 2.104 -1.150 0.142
H 2.694 0.572 -0.060
*
```

As for the frontier orbital gap: 10.35 eV. The calculation puts the highest occupied orbital energy at -0.336 hartree. As for the SMILES: C=CC=C.

Record 4
C4H6 | the ωB97M-V functional and the def2-TZVPD basis

Structure (ORCA input):
```
! RIJCOSX wB97M-V def2-TZVPD def2/J DEFGRID3
* xyz 0 1
C 1.881 0.189 0.211
C 0.690 -0.194 -0.545
C -0.506 -0.287 -0.651
C -1.883 -0.177 -0.178
H 2.425 1.021 -0.235
H 2.565 -0.635 0.425
H 1.458 0.544 1.159
H -1.956 -0.794 0.725
H -2.660 -0.460 -0.884
H -2.032 0.867 0.120
*
```

As for the frontier orbital gap: 10.39 eV. The calculation puts the highest occupied orbital energy at -0.342 hartree. As for the SMILES: CC#CC.

Record 5
C4H6AgO6 | the ωB97M-V functional and the def2-TZVPD basis

Structure (ORCA input):
```
! RIJCOSX wB97M-V def2-TZVPD def2/J DEFGRID3
* xyz 0 2
O -2.050 -3.215 -1.901
C -1.134 -2.849 -0.893
C -1.338 -1.406 -0.458
O -0.290 -1.072 0.434
C -0.403 0.142 1.070
O -0.761 1.189 0.434
H -2.918 -3.351 -1.511
H -0.127 -2.962 -1.318
H -1.210 -3.516 -0.018
H -2.310 -1.290 0.051
H -1.326 -0.742 -1.337
O 0.721 0.328 1.871
H 0.535 0.080 2.783
C 3.853 5.099 -0.156
O 4.822 5.711 -0.402
O 2.925 4.769 0.512
Ag 1.012 3.084 0.840
*
```

The expectation value of S² is 0.75. As for the frontier orbital gap (spin up / spin down): 5.02 / 9.75 eV. The calculation puts the highest occupied orbital energy (spin up / spin down) at -0.199 / -0.379 hartree.

Record 6
C4H6AlO2 | the ωB97M-V functional and the def2-TZVPD basis

Structure (ORCA input):
```
! RIJCOSX wB97M-V def2-TZVPD def2/J DEFGRID3
* xyz 3 1
O -0.328 -0.363 0.456
C -1.360 0.298 0.247
O -1.786 0.825 -0.864
C 0.877 -0.210 -0.399
C 1.852 -1.288 -0.022
H 0.524 -0.298 -1.432
H 1.265 0.798 -0.217
H 1.453 -2.282 -0.256
H 2.765 -1.132 -0.612
H 2.116 -1.233 1.042
Al -3.496 0.682 1.189
C -2.223 1.635 0.385
H -1.659 2.568 0.485
*
```

As for the frontier orbital gap (spin up / spin down): 3.26 / 3.19 eV. The calculation puts the highest occupied orbital energy (spin up / spin down) at -0.869 / -0.867 hartree.

Record 7
C4H6BaF6N3O16S6 | the ωB97M-V functional and the def2-TZVPD basis

Structure (ORCA input):
```
! RIJCOSX wB97M-V def2-TZVPD def2/J DEFGRID3
* xyz -3 1
Ba -0.151 0.171 0.078
N 0.903 -0.239 -2.410
S 2.421 -0.056 -2.750
O 2.965 1.248 -2.943
O 3.014 -1.206 -3.399
F 2.934 -0.400 -1.226
S 0.276 0.308 -3.893
O 0.592 -0.419 -5.105
O 0.184 1.726 -3.996
F -1.198 -0.193 -3.586
N 1.235 0.501 2.273
S 0.597 0.006 3.783
O 0.278 1.029 4.729
O 0.830 -1.287 4.396
F -0.858 -0.177 3.120
S 2.721 0.282 2.682
O 3.260 -1.035 2.559
O 3.361 1.133 3.653
F 3.280 1.011 1.352
N -0.625 -2.513 0.738
S 0.752 -3.485 0.910
O 0.793 -4.456 -0.130
O 1.286 -3.781 2.205
F 1.761 -2.398 0.374
S -1.616 -3.479 1.442
O -1.833 -3.203 2.843
O -1.692 -4.830 0.921
F -3.024 -2.946 0.812
C 1.057 4.328 -1.891
C 0.876 3.285 -0.798
O 1.877 2.919 -0.154
O -0.277 2.828 -0.510
H 1.373 3.782 -2.781
H 1.875 5.001 -1.631
H 0.135 4.901 -1.990
C -4.836 0.041 0.045
C -3.374 0.469 0.063
O -2.749 0.336 -1.033
O -2.900 1.071 1.057
H -5.413 0.690 0.703
H -4.868 -0.972 0.459
H -5.221 0.009 -0.971
*
```

As for the frontier orbital gap: 7.05 eV. The calculation puts the highest occupied orbital energy at -0.027 hartree.

Record 8
C4H6BeO3 | the ωB97M-V functional and the def2-TZVPD basis

Structure (ORCA input):
```
! RIJCOSX wB97M-V def2-TZVPD def2/J DEFGRID3
* xyz 3 2
C 1.115 -1.071 2.655
C 0.778 -0.350 1.645
O 1.791 -1.718 3.441
H 0.538 -0.830 0.691
H 0.450 0.629 2.117
H 1.328 -2.436 3.928
O -0.597 0.428 0.311
C -0.611 -0.303 -0.619
O -0.838 0.002 -1.898
Be -0.332 -1.002 -2.845
C -0.895 1.435 -2.290
H -1.838 1.817 -1.890
H -0.044 1.972 -1.865
H -0.844 1.428 -3.381
*
```

The expectation value of S² is 0.75. As for the frontier orbital gap (spin up / spin down): 5.47 / 4.96 eV. The calculation puts the highest occupied orbital energy (spin up / spin down) at -0.838 / -0.837 hartree.

Record 9
C4H6Br2NO4S | the ωB97M-V functional and the def2-TZVPD basis

Structure (ORCA input):
```
! RIJCOSX wB97M-V def2-TZVPD def2/J DEFGRID3
* xyz -1 1
C 1.167 0.749 -1.027
C 0.681 1.747 0.130
C -0.501 0.123 1.155
C -0.441 -1.194 1.738
N 0.783 -0.563 -0.791
O -0.309 -1.265 -2.913
O -1.186 -2.047 -0.761
O -1.510 0.267 -1.449
O 0.456 1.030 1.299
S -0.664 -0.927 -1.552
Br -1.869 -1.432 3.092
Br 1.232 -1.548 2.567
H 0.715 1.122 -1.956
H 2.259 0.815 -1.077
H 1.437 2.503 0.348
H -0.245 2.202 -0.232
H -1.338 0.340 0.498
H -0.669 -1.923 0.929
*
```

As for the frontier orbital gap (spin up / spin down): 7.15 / 7.17 eV. The calculation puts the highest occupied orbital energy (spin up / spin down) at -0.171 / -0.172 hartree.

Record 10
C4H6Br4NP | the ωB97M-V functional and the def2-TZVPD basis

Structure (ORCA input):
```
! RIJCOSX wB97M-V def2-TZVPD def2/J DEFGRID3
* xyz 0 1
C -0.527 0.690 -0.244
C -0.821 1.904 -0.630
C -0.168 0.343 1.160
C -0.248 -0.372 -1.288
N -1.223 2.833 -1.194
P -3.314 2.834 -1.289
Br -3.464 1.024 0.237
Br -2.803 4.102 -3.229
Br -3.943 4.408 0.003
Br -5.241 2.105 -2.193
H -0.574 1.201 1.851
H -0.834 -0.429 1.625
H 0.909 -0.008 1.323
H -0.170 -1.259 -0.870
H -0.942 -0.360 -2.104
H 0.583 -0.133 -1.797
*
```

As for the frontier orbital gap (spin up / spin down): 6.42 / 6.42 eV. The calculation puts the highest occupied orbital energy (spin up / spin down) at -0.317 / -0.317 hartree.

Record 11
C4H6BrN | the ωB97M-V functional and the def2-TZVPD basis

Structure (ORCA input):
```
! RIJCOSX wB97M-V def2-TZVPD def2/J DEFGRID3
* xyz 0 1
C -2.786 -1.735 0.422
C -0.699 -0.497 0.022
C 1.971 0.698 -0.484
C 1.656 1.954 -0.343
N -1.579 -1.234 0.330
Br 3.174 -0.050 0.723
H 1.669 -0.002 -1.260
H -3.166 -2.699 0.015
H 0.349 -0.458 0.289
H 2.140 2.760 0.248
H 0.870 2.437 -0.999
H -3.598 -1.175 1.036
*
```

As for the frontier orbital gap: 8.29 eV. The calculation puts the highest occupied orbital energy at -0.284 hartree.

Record 12
C4H6BrN3O | the ωB97M-V functional and the def2-TZVPD basis

Structure (ORCA input):
```
! RIJCOSX wB97M-V def2-TZVPD def2/J DEFGRID3
* xyz 0 1
C 1.302 0.103 0.019
C 0.959 1.450 -0.023
C -0.143 -0.576 -0.137
C -1.642 -2.206 0.253
N -0.358 1.614 0.034
N -1.013 0.416 -0.076
N 1.832 2.490 0.044
O -0.325 -1.911 -0.202
Br 2.975 -0.770 -0.070
H -1.511 -3.332 0.329
H -2.415 -2.129 -0.566
H -1.830 -1.546 1.035
H -1.934 0.531 0.141
H 2.599 2.472 -0.638
H 1.506 3.395 -0.141
*
```

As for the frontier orbital gap: 8.63 eV. The calculation puts the highest occupied orbital energy at -0.291 hartree. As for the SMILES: COc1[nH]nc(N)c1Br.